{
  "formula": "C21H24N6O3S",
  "method": "ωB97M-V/def2-TZVPD",
  "homo_energy_ev": -8.670,
  "elements": ["H", "H", "C", "O", "C", "C", "N", "H", "N", "O", "N", "C", "S", "C", "H", "C", "H", "C", "H", "C", "H", "H", "H", "H", "C", "H", "N", "H", "H", "N", "H", "C", "H", "H", "H", "C", "C", "H", "H", "H", "C", "C", "H", "H", "H", "C", "O", "C", "C", "C", "N", "C", "C", "H", "C"],
  "positions_angstrom": [[-2.60640, -1.66194, -3.58634], [-4.52496, 0.16962, 0.07371], [1.72836, 4.30818, 0.49828], [2.99730, 0.75009, 4.02746], [1.29267, 3.62270, 1.62626], [1.05949, -0.69714, -0.17216], [0.30520, 0.41837, 0.09369], [1.54470, 3.48300, 3.74672], [-0.95174, -1.38173, 0.12587], [5.19780, 3.19924, 0.91184], [2.92536, 0.06394, 1.86767], [-0.95142, -0.08205, 0.27121], [-2.33216, 0.90977, 0.59057], [0.78277, 2.34125, 1.47076], [-4.72121, -2.53850, -0.12502], [4.50948, 2.23296, 1.14219], [4.22191, 1.48437, -0.86585], [-3.01571, -2.49278, -3.01079], [-4.94828, -3.48285, -1.59746], [1.15399, 2.45314, -0.91262], [0.42445, 4.73565, 3.22044], [-1.12913, -2.98889, -2.11765], [1.08831, 1.99069, -1.88539], [2.33458, -0.71072, 2.14198], [-3.18517, -0.73410, -1.38390], [2.73918, -0.35777, -1.43961], [0.30869, -1.75888, -0.14492], [2.15915, 4.98478, 3.02910], [-1.50752, -3.92524, -3.57385], [-3.58645, -1.95216, -1.78952], [-3.81399, -2.97205, -3.58679], [3.32754, 0.91352, 2.87953], [-3.50869, -1.14414, 0.75087], [-2.36984, -3.45758, 0.04003], [4.43703, 2.58978, 3.16716], [3.20063, 0.27031, 0.54302], [-4.20051, -2.97662, -0.97499], [-1.69981, -5.29166, -1.47197], [-3.24426, -5.17820, -2.32435], [-3.58964, -4.75034, 0.09697], [2.53097, -0.66984, -0.41423], [1.64560, 3.73625, -0.75885], [2.89957, -1.69065, -0.28620], [1.97704, 4.28906, -1.62407], [2.13766, 5.30106, 0.60665], [0.73801, 1.75792, 0.21317], [-2.58322, 0.03448, -2.11019], [-3.13641, -3.98318, -0.53228], [1.36735, 4.24097, 2.98666], [-2.49481, -4.60695, -1.76936], [4.12016, 1.94468, 2.45215], [3.98806, 1.29739, 0.16719], [-3.55203, -0.32030, 0.04405], [0.43494, 1.78742, 2.33127], [-1.92459, -3.50435, -2.65810]],
  "forces_ev_per_a": [[-0.13, -0.13, 0.02], [0.00, -0.03, 0.03], [-0.03, -0.06, 0.02], [-0.13, -0.01, 0.47], [0.01, -0.01, -0.07], [0.03, -0.04, -0.01], [-0.38, -0.75, -0.10], [0.04, -0.02, 0.10], [-0.80, 0.46, 0.34], [0.17, 0.22, -0.08], [-0.11, -0.30, 0.07], [0.05, -0.01, 0.13], [-0.40, 0.24, 0.22], [-0.05, -0.01, -0.23], [-0.02, -0.01, -0.08], [-0.15, -0.20, 0.09], [-0.05, 0.00, -0.12], [0.38, 0.13, -0.33], [-0.02, 0.06, 0.10], [-0.19, -0.07, 0.10], [-0.02, 0.06, 0.09], [0.07, 0.04, -0.05], [-0.02, -0.07, -0.10], [0.05, 0.16, 0.08], [-0.36, 0.11, -0.01], [0.11, 0.00, 0.08], [1.11, -0.43, -0.25], [0.05, 0.06, 0.06], [0.05, 0.01, -0.04], [-0.20, -0.13, -0.31], [0.01, 0.02, 0.00], [-0.04, -0.15, -0.23], [-0.16, -0.02, -0.10], [-0.06, -0.01, 0.08], [-0.07, -0.13, -0.09], [0.67, 0.38, -0.22], [0.09, -0.19, 0.45], [-0.02, -0.09, -0.02], [-0.02, -0.08, -0.03], [-0.02, -0.03, 0.06], [-0.06, 0.05, -0.07], [-0.01, -0.02, -0.08], [-0.01, 0.05, -0.02], [0.05, 0.05, -0.08], [0.07, 0.11, 0.03], [0.05, 0.70, -0.02], [0.12, 0.13, -0.18], [-0.21, -0.13, -0.11], [-0.07, 0.04, 0.02], [0.20, 0.14, 0.13], [0.20, 0.26, 0.25], [-0.08, -0.37, -0.09], [0.56, 0.21, 0.10], [0.01, -0.12, 0.11], [-0.23, -0.08, -0.08]],
  "mulliken_charge": [0.4347, 0.3667, -0.5349, -0.6383, 0.5585, 0.5985, 0.8064, 0.3785, 0.1359, -0.6581, 0.1069, 0.1185, -0.1117, 0.4999, 0.4415, 0.1322, 0.4327, -1.0007, 0.4200, -0.5029, 0.3928, 0.0474, 0.5740, 0.2817, 0.7295, 0.3324, -1.0262, 0.4235, 0.3810, 0.0357, 0.3853, 0.2302, 0.3888, 0.1337, 0.2440, 0.6016, -1.0465, 0.3942, 0.3348, 0.3897, -0.9130, -0.9561, 0.3835, 0.4139, 0.4480, -0.9033, -0.6688, -0.2475, -1.8808, -0.8553, 0.0508, -0.7270, -0.6716, 0.5524, -0.2372]
}


{
  "formula": "C21H25AlN2O5",
  "method": "ωB97M-V/def2-TZVPD",
  "total_charge": 2,
  "homo_energy_ev": -14.166,
  "elements": ["H", "N", "O", "H", "H", "C", "H", "H", "C", "N", "C", "C", "O", "H", "H", "C", "H", "Al", "H", "H", "H", "C", "O", "O", "H", "C", "O", "C", "H", "H", "H", "H", "C", "H", "C", "C", "H", "C", "C", "H", "C", "H", "H", "C", "H", "C", "C", "C", "C", "H", "C", "H", "H", "C"],
  "positions_angstrom": [[-3.31195, 3.26774, 4.54083], [1.21486, 0.73815, -0.20987], [1.83920, 0.10350, -3.00391], [-0.53971, 0.01463, 4.47506], [-1.89674, -1.87977, -1.46694], [1.93458, -1.19584, -3.67282], [-1.85939, -1.41698, 3.06387], [-1.79853, 3.01821, -3.04029], [-0.88236, -1.87294, 2.94191], [1.66118, 0.74995, 1.98256], [1.03372, 2.32986, -3.33366], [0.09873, 0.34080, 0.38818], [-0.15289, 1.78302, -2.69453], [2.46635, -1.04493, -4.63358], [0.76482, 3.01588, -4.11114], [-1.53241, 2.04517, 1.93037], [1.63014, 2.92174, -2.63227], [0.28099, 0.21704, -1.78982], [-1.09775, -3.26065, -2.36420], [-1.51704, 2.11415, 0.84080], [-3.07803, 3.53142, 2.06940], [0.55009, -1.81387, -3.75650], [-0.91618, 0.02502, -0.42326], [3.36414, 1.27725, 0.49749], [2.25942, -4.00381, 2.17354], [-0.74812, -3.16078, 3.45242], [-0.27295, -1.34830, -2.60876], [-1.01909, 0.85612, 3.95109], [-0.01125, -1.54364, -4.66823], [-2.06550, -2.11457, -3.32184], [0.51158, -5.00152, 3.32821], [2.59057, -1.75306, -3.00872], [-1.46425, -2.20381, -2.39592], [-1.54254, -3.61137, 4.01077], [0.36321, -3.92510, 3.13679], [1.24370, -2.10917, 1.85465], [1.96334, -1.74698, 1.14953], [1.85976, 1.21315, -3.92291], [2.25640, 0.95721, 0.80215], [1.41570, 0.87249, -4.87360], [1.38742, -3.39174, 2.36880], [0.57406, -2.90319, -3.67921], [-0.43237, 3.76938, -2.10232], [0.17741, -1.28949, 2.23901], [-2.17787, 1.34309, 5.64641], [-2.64690, 2.63004, 3.98921], [-1.95275, 1.60904, 4.65153], [0.27340, 0.24603, 1.91658], [-1.04616, 2.87750, -2.26457], [2.90092, 1.54632, -4.05182], [-0.76536, 1.07342, 2.59605], [-1.59155, 2.58052, -1.37068], [2.20890, 0.75106, 2.81610], [-2.50495, 2.77263, 2.58811]],
  "forces_ev_per_a": [[-0.33, 0.07, 0.04], [-1.53, -0.91, -0.14], [-1.06, -0.29, 0.09], [-0.05, 0.67, -0.27], [-0.40, 0.05, 0.07], [0.79, 0.16, 0.56], [0.39, 0.44, 0.22], [0.32, 0.13, -0.16], [-0.06, -0.23, 0.15], [-0.97, -0.28, 0.17], [0.95, 0.28, 0.14], [0.17, 0.12, 0.22], [0.40, 0.16, -0.07], [-0.60, -0.33, 0.44], [-0.50, 0.25, -0.55], [-0.19, -0.80, -0.42], [-0.29, -0.31, 0.42], [0.51, 0.20, -0.06], [-0.30, 0.92, 0.34], [0.33, 0.17, 0.27], [-0.03, -0.15, -0.03], [-1.03, 0.01, -0.39], [1.61, 0.54, 1.13], [0.09, -0.05, 0.24], [-0.06, 0.13, -0.31], [0.14, -0.40, -0.80], [1.21, -0.07, -0.62], [0.21, -0.46, 0.31], [0.30, -0.02, 0.34], [-0.06, 0.20, 0.85], [-0.61, 0.74, 0.67], [-0.03, -0.26, -0.09], [0.70, -1.01, -1.20], [-0.41, -0.04, 0.16], [0.87, -0.79, -0.17], [-0.01, 0.07, 0.61], [0.67, 0.34, 0.00], [-0.17, 0.26, -0.63], [0.07, 0.26, -1.20], [0.30, 0.18, 0.27], [-0.48, 0.29, -0.39], [0.26, 0.15, -0.12], [-0.27, -0.25, 0.05], [0.13, 0.02, -0.04], [-0.08, 0.06, 1.09], [0.38, -0.67, -0.77], [-0.04, 0.61, -1.67], [-0.56, -1.06, -1.75], [-0.58, 0.03, 0.01], [-0.39, -0.15, -0.12], [-0.71, 0.68, 0.91], [0.39, -0.13, 0.10], [0.15, 0.01, 0.56], [0.45, 0.47, 1.53]],
  "mulliken_charge": [0.4440, 0.0923, -0.2077, 0.5143, 0.2676, -0.6929, 0.6327, 0.2740, -0.2075, 0.0868, -0.6722, -0.9283, 0.0348, 0.4392, 0.5569, 0.2230, 0.5315, 0.3393, 0.2721, -0.2153, 0.4142, -0.4026, -0.7179, -0.5876, 0.4371, -1.0299, 0.2324, -0.2375, 0.3588, 0.3028, 0.3771, 0.3594, -0.6012, 0.4658, -0.4329, -0.6459, 0.3832, -0.5375, 0.1089, 0.4345, -0.8556, 0.4897, 0.3459, 0.1981, 0.4654, -0.6326, -1.0571, 3.5925, -0.5629, 0.3099, -0.4497, 0.1582, 0.2496, -0.7171]
}


{
  "formula": "C21H25BN7ORu",
  "method": "ωB97M-V/def2-TZVPD",
  "total_charge": 2,
  "homo_energy_ev": [-13.959, -13.958],
  "multiplicity": 2,
  "elements": ["H", "C", "C", "H", "H", "C", "H", "C", "H", "H", "H", "H", "N", "N", "C", "C", "C", "H", "H", "C", "H", "C", "H", "C", "H", "C", "H", "H", "C", "C", "C", "Ru", "O", "H", "H", "C", "H", "C", "H", "N", "H", "N", "C", "H", "H", "C", "C", "N", "N", "H", "H", "H", "C", "B", "N", "C"],
  "positions_angstrom": [[1.18843, 4.37732, 0.60919], [0.69337, 3.15877, -1.10439], [4.21821, 1.52243, -0.38106], [1.58981, -2.97836, 3.78131], [4.79119, 2.35760, -0.00095], [-4.25813, 0.04131, 0.25225], [2.06962, -1.33139, -1.61909], [2.23520, 2.49926, 0.78927], [2.46967, 4.17729, -0.56792], [1.34135, -0.55023, 5.00876], [-4.31330, 1.36495, -3.32748], [1.44029, 2.06843, 1.39561], [-0.10411, -1.68127, -0.72070], [0.58419, -0.61844, 1.81069], [-5.49506, 0.20217, -0.36564], [-5.47868, 0.67975, -1.65764], [1.28123, -2.02497, 3.38487], [0.49045, -4.08787, 1.68076], [-6.42182, -0.03450, 0.13880], [0.09855, -3.86064, -1.10752], [-6.41362, 0.82189, -2.18145], [-3.05598, 0.34470, -0.38596], [1.98124, -3.68566, 1.11221], [-0.48482, -3.32018, -2.21335], [-0.79887, -3.82714, -3.10833], [-2.56045, -0.36708, 1.59932], [-0.99602, 2.74337, -0.08427], [0.36846, -4.87725, -0.87317], [2.87418, 1.42194, -0.04550], [4.81019, 0.56505, -1.18278], [4.02906, -0.48582, -1.63845], [0.04029, 0.19196, 0.02943], [-0.29621, 2.25035, -0.53218], [-1.00442, -1.15497, -2.52882], [1.20171, 2.56394, -1.86043], [-0.59592, -1.94730, -1.92084], [5.85678, 0.63579, -1.44622], [0.70872, 0.04177, 2.95353], [-2.02451, -0.66984, 2.48408], [0.92650, -1.90604, 2.06946], [4.43397, -1.26197, -2.27159], [0.32188, -2.85765, -0.20135], [-3.05331, 0.83093, -1.69550], [2.97592, 2.89799, 1.48177], [0.16409, 3.96822, -1.60323], [1.14953, -0.80767, 3.98234], [2.70252, -0.52910, -1.26891], [-2.00153, 0.07354, 0.49217], [2.11696, 0.39684, -0.48718], [-2.13306, 1.08892, -2.20473], [-4.52434, -0.70414, 2.24475], [0.47249, 1.09183, 3.00782], [1.66423, 3.64983, -0.05160], [0.89834, -3.03900, 1.13244], [-3.89993, -0.40973, 1.51136], [-4.27455, 0.99007, -2.31394]],
  "forces_ev_per_a": [[-0.02, -0.01, 0.00], [0.02, -0.06, 0.02], [0.00, 0.00, 0.00], [0.00, 0.00, 0.00], [0.00, 0.00, 0.00], [-0.01, 0.00, -0.02], [0.01, 0.01, 0.00], [0.02, 0.02, -0.03], [0.00, 0.01, 0.00], [0.00, 0.00, 0.00], [0.00, 0.00, 0.00], [0.01, 0.00, 0.01], [-0.09, -0.02, -0.08], [-0.12, 0.04, 0.00], [0.00, 0.00, 0.01], [0.00, 0.00, 0.00], [0.01, 0.00, 0.07], [0.11, -0.07, -0.01], [0.00, 0.00, 0.00], [-0.03, -0.05, -0.09], [0.00, 0.00, 0.00], [0.02, -0.01, 0.01], [-0.02, -0.09, 0.04], [0.02, -0.06, 0.04], [0.00, 0.00, 0.00], [0.01, -0.02, -0.06], [-0.08, -0.01, -0.15], [0.00, 0.00, 0.00], [0.01, 0.03, 0.04], [-0.01, 0.00, 0.00], [0.00, 0.01, 0.00], [0.15, 0.03, 0.01], [0.03, 0.18, 0.13], [0.00, -0.01, 0.01], [-0.01, 0.01, -0.02], [0.01, -0.02, 0.05], [0.00, 0.00, 0.00], [-0.01, -0.03, 0.00], [-0.01, 0.00, 0.00], [0.12, -0.03, -0.01], [0.01, 0.00, 0.00], [0.08, 0.02, 0.05], [0.01, -0.01, 0.01], [0.00, 0.01, 0.00], [0.01, 0.03, 0.03], [0.01, -0.04, 0.00], [0.02, 0.02, -0.02], [0.01, -0.01, 0.10], [-0.04, -0.10, -0.03], [0.00, 0.00, 0.00], [0.00, 0.00, 0.00], [-0.01, 0.00, -0.01], [0.01, -0.04, -0.01], [-0.18, 0.29, -0.10], [-0.03, 0.03, 0.01], [0.00, 0.00, -0.01]],
  "mulliken_charge": [0.4045, -0.6209, -0.8266, 0.4569, 0.5281, 0.5401, 0.3429, -0.1700, 0.3958, 0.4900, 0.4222, -0.8000, 0.6535, 0.8010, -1.0733, -0.5045, -0.3352, 0.1502, 0.4458, -0.2582, 0.4306, 0.4212, 0.1953, -1.0928, 0.4733, -0.6541, 0.2145, 0.4653, 0.8666, -0.4756, -0.9307, 0.3173, -0.3010, 0.4998, 0.3325, -0.3325, 0.4435, -0.4140, 0.4921, 0.0385, 0.4897, -0.1140, -0.1796, 0.6529, 0.4448, -1.1969, -0.3169, 0.3271, 0.6530, 0.3734, 0.2590, 0.5710, -0.7595, -0.2685, -0.0545, -0.9134]
}


In Ha, the electronic energy values for the records above are, in order, -1767.17411, -1542.92076, -1393.01685.
In kJ/mol, the energy relative to the best compared isomer or geometry (same formula, charge and spin) values for the records above are, in order, 27.17, 0.00, 72.71.
In eV Å⁻¹, the strongest force on any atom values for the records above are, in order, 1.21, 2.12, 0.35.